No. 1
Entry from the Open Molecules 2025 dataset: a single C6H17NSi molecule in a non-equilibrium geometry (ωB97M-V/def2-TZVPD).

Geometry as XYZ:
```
25
Properties=species:S:1:pos:R:3:nbo_charge:R:1
C -2.76421 1.13159 -0.69719 -0.399
N -1.65241 0.55096 -0.03963 -0.448
C -1.93038 -0.82559 0.43501 -0.438
C -0.37395 0.81341 -0.76004 -0.658
Si 1.14484 -0.07398 0.01021 1.642
C 1.26450 0.18699 1.83363 -1.147
C 2.64595 0.77073 -0.79043 -1.126
C 1.28068 -1.93339 -0.10622 -1.137
H -3.66833 1.19960 -0.13169 0.196
H -2.92091 0.62149 -1.63747 0.154
H -2.40207 2.11618 -0.85635 0.199
H -2.92878 -0.81580 0.85991 0.205
H -1.40209 -1.16733 1.32867 0.211
H -1.99864 -1.46095 -0.45611 0.175
H -0.06847 1.84261 -0.65694 0.218
H -0.36522 0.61804 -1.90919 0.190
H 0.29374 0.55979 2.19506 0.250
H 1.39089 -0.77052 2.44470 0.238
H 2.13909 0.76829 2.04247 0.239
H 3.42083 0.03483 -1.05069 0.246
H 2.46263 1.29075 -1.80423 0.238
H 2.82323 1.57019 0.00963 0.236
H 1.25349 -2.32816 0.91863 0.235
H 0.27874 -2.20112 -0.55265 0.234
H 2.07684 -2.49858 -0.62907 0.247
```

Results
LUMO level = 0.9 eV
Charge = 0
2S+1 = 1
E_tot = -583.00913 a.u.
Relative energy (zero: lowest compared OMol25 entry of this formula, charge and spin) = 24.99 kcal per mole
Kohn-Sham gap = 9.3 eV

No. 2
Entry from the Open Molecules 2025 dataset: 4 unconnected molecules or ions with the total composition C4H16N8O4 in a non-equilibrium geometry (ωB97M-V/def2-TZVPD).

Geometry as XYZ:
```
32
Properties=species:S:1:pos:R:3:nbo_charge:R:1
N 2.12094 -1.15406 -1.67064 -0.856
C 3.13860 -1.39548 -0.79141 0.765
N 4.00829 -2.35456 -1.22349 -0.856
O 3.30180 -0.82243 0.26704 -0.625
H 1.95078 -1.99769 -2.19583 0.360
H 1.35721 -0.52609 -1.49669 0.422
H 3.82308 -2.90404 -2.04162 0.376
H 4.80593 -2.56082 -0.65409 0.408
N 0.68651 5.29084 0.41618 -0.853
C 1.75293 4.72429 1.05857 0.772
N 2.92049 5.40557 0.87930 -0.852
O 1.69336 3.70448 1.71870 -0.648
H 0.76412 6.12317 -0.13646 0.383
H -0.22896 4.90384 0.54425 0.401
H 2.96937 6.16421 0.22886 0.385
H 3.68214 5.07171 1.43985 0.415
N -2.92785 -3.56193 0.18864 -0.852
C -3.81113 -4.59930 0.24384 0.764
N -4.67674 -4.65358 -0.78363 -0.838
O -3.80548 -5.41691 1.15128 -0.653
H -2.93097 -2.90397 -0.56924 0.372
H -2.22322 -3.42167 0.88833 0.414
H -5.37705 -5.37039 -0.77052 0.413
H -4.77995 -3.83782 -1.35837 0.380
N -1.32991 -0.20603 -0.00597 -0.874
C -0.51863 0.77307 0.51261 0.768
N -1.17530 1.75108 1.19572 -0.861
O 0.68733 0.75844 0.37127 -0.630
H -0.82209 -0.94566 -0.45353 0.402
H -2.32587 -0.10328 0.01031 0.386
H -2.13742 1.60264 1.43157 0.380
H -0.59233 2.46239 1.60516 0.431
```

Results
LUMO level = 0.3 eV
Charge = 0
2S+1 = 1
E_tot = -901.15339 a.u.
Relative energy (zero: lowest compared OMol25 entry of this formula, charge and spin) = 30.51 kcal per mole
Kohn-Sham gap = 9.4 eV

No. 3
Entry from the Open Molecules 2025 dataset: a molecular structure, C30H34MnN3O5PS2 in a non-equilibrium geometry (ωB97M-V/def2-TZVPD).

Geometry as XYZ:
```
76
Properties=species:S:1:pos:R:3:mulliken_spin:R:1
Mn 1.09921 1.62212 0.22613 1.008
C 2.46017 3.85800 -3.22673 -0.003
C 1.48374 4.83874 -3.32900 0.008
C 0.45292 4.86818 -2.40474 -0.005
C 0.41894 3.91141 -1.40282 0.014
N 1.36898 2.95914 -1.31267 -0.046
C 2.36380 2.93837 -2.19703 0.014
C -0.63599 3.84151 -0.35316 -0.010
C -1.74482 4.66054 -0.24624 -0.004
C -2.65474 4.41106 0.78036 0.007
C -2.46420 3.34207 1.63686 -0.003
C -1.33301 2.55318 1.46664 0.021
N -0.44750 2.84330 0.51612 -0.011
C -0.98385 1.33122 2.23637 -0.001
C -1.83509 0.74009 3.15050 0.002
C -1.42709 -0.41878 3.79102 -0.003
C -0.17478 -0.93985 3.50392 0.004
C 0.61583 -0.29226 2.56752 -0.001
N 0.22080 0.80884 1.93733 -0.004
H 3.27920 3.80078 -3.92844 0.000
H 1.52540 5.57585 -4.11929 0.000
H -0.31561 5.62486 -2.46199 0.000
H 3.08735 2.14302 -2.06709 0.000
H -1.91437 5.46874 -0.94197 0.000
H -3.53475 5.03045 0.88249 0.000
H -3.18984 3.11163 2.40140 0.000
H -2.82163 1.14630 3.31460 0.000
H -2.08735 -0.91413 4.48950 0.000
H 0.18298 -1.84561 3.97224 0.000
H 1.58961 -0.67892 2.29054 -0.004
C 3.54881 -4.59241 -1.13987 0.000
O 4.44738 -3.98356 -0.22641 0.000
C 4.22127 -2.69262 0.10902 -0.002
C 5.13455 -2.15157 1.05121 0.003
C 4.96948 -0.86477 1.46368 0.000
C 3.90861 -0.03998 1.00277 0.021
C 3.77263 1.31953 1.45456 -0.009
C 4.85533 1.99007 2.26570 -0.001
O 2.79815 2.04964 1.19269 0.015
C 3.00212 -0.58892 0.03366 -0.012
O 2.02437 0.06388 -0.48302 0.000
C 3.19681 -1.93040 -0.39473 0.005
H 3.88965 -5.61658 -1.26040 0.000
H 3.56762 -4.08316 -2.10610 0.000
H 2.52893 -4.58696 -0.74874 0.000
H 5.93369 -2.77487 1.42462 0.001
H 5.67296 -0.47147 2.18274 0.001
H 5.39128 1.31887 2.92798 0.000
H 4.40085 2.79117 2.84431 0.000
H 5.57928 2.43461 1.57945 0.000
H 2.47885 -2.30483 -1.10818 0.001
C -4.84063 -0.62050 -3.02424 0.000
C -3.54688 -1.31453 -2.64192 0.000
C -3.41359 -2.68918 -3.26513 0.000
O -3.50078 -1.50847 -1.21316 0.000
P -2.80335 -0.44332 -0.21948 -0.002
S -3.96936 1.08458 0.18533 0.001
S -0.96804 -0.09600 -0.91910 -0.003
O -2.75857 -1.32984 1.12199 -0.001
C -2.39800 -2.71148 1.30629 0.000
C -1.19886 -3.16852 0.49589 -0.001
C -3.61306 -3.59675 1.09563 0.000
H -4.87168 -0.46105 -4.10384 0.000
H -4.92290 0.33975 -2.51843 0.000
H -5.69520 -1.23612 -2.73786 0.000
H -2.68831 -0.70151 -2.92890 0.000
H -4.24011 -3.32842 -2.94963 0.000
H -2.47593 -3.15627 -2.96375 0.000
H -3.43130 -2.61251 -4.35345 0.000
H -2.12431 -2.74868 2.36555 0.000
H -1.42144 -3.17714 -0.57159 0.000
H -0.94323 -4.18333 0.80960 0.000
H -0.34166 -2.51561 0.65211 0.001
H -3.90602 -3.59991 0.04735 0.000
H -4.45164 -3.23285 1.68875 0.000
H -3.38209 -4.61785 1.40460 0.000
```

Results
<S²> = 0.912
LUMO level (spin up / spin down) = -0.4 / -0.6 eV
Charge = 0
2S+1 = 2
E_tot = -3992.94051 a.u.
Relative energy (zero: lowest compared OMol25 entry of this formula, charge and spin) = 16.34 kcal per mole
Kohn-Sham gap (spin up / spin down) = 6.5 / 6.3 eV

> Which of these has the lowest relative energy (zero: lowest compared OMol25 entry of this formula, charge and spin)?

C30H34MnN3O5PS2